{"formula": "C4H5NO", "method": "the ωB97M-V functional and the def2-TZVPD basis", "orbital_gap_ev": 10.220, "fmax_ev_per_a": 3.71, "charge": 0, "elements": ["O", "C", "C", "C", "N", "C", "H", "H", "H", "H", "H"], "xyz": [[1.4247, 0.8911, 1.0633], [0.5790, 0.0055, 0.8194], [0.7721, -0.7957, -0.4197], [-0.2407, 0.3481, -0.7281], [-1.5903, -0.0891, -0.3396], [-0.8111, 0.4613, 0.7293], [1.7720, -0.6823, -0.8369], [0.3622, -1.7988, -0.5285], [0.4885, 1.3602, -0.6330], [-1.6453, -1.1159, -0.2864], [-1.1111, 1.4157, 1.1602]], "nbo_charge": [-0.6720, 0.4458, -0.4685, -0.0489, -0.5453, -0.0947, 0.2510, 0.2205, 0.3102, 0.3752, 0.2267]}

---

{"formula": "C12H12F5N4O5STl", "method": "the ωB97M-V functional and the def2-TZVPD basis", "orbital_gap_ev": 6.493, "fmax_ev_per_a": 0.20, "charge": -2, "elements": ["Tl", "N", "C", "C", "O", "N", "C", "C", "O", "O", "H", "H", "H", "H", "H", "H", "C", "O", "C", "O", "N", "N", "H", "H", "H", "H", "H", "H", "F", "C", "C", "F", "C", "F", "C", "S", "C", "F", "C", "F"], "xyz": [[-0.2684, -0.5498, 0.9096], [0.8802, -4.4776, 1.3417], [-0.5339, -4.0782, 1.4523], [-0.8348, -3.3791, 2.7803], [-1.1484, -4.0968, 3.7564], [-0.6445, -2.0678, 2.7727], [-0.7850, -1.4014, 4.0476], [-0.2900, 0.0526, 4.0562], [-0.1137, 0.5908, 5.1517], [-0.1378, 0.6359, 2.9186], [1.1106, -5.0069, 2.1776], [1.4384, -3.6309, 1.3999], [-0.7740, -3.4376, 0.6014], [-1.1487, -4.9779, 1.3941], [-1.8364, -1.3642, 4.3695], [-0.2658, -1.9387, 4.8462], [2.5646, 1.0791, -2.2851], [1.9345, 2.1958, -1.6712], [1.8748, 2.1145, -0.3088], [2.4998, 1.2964, 0.3378], [1.0850, 3.0760, 0.1831], [0.7399, 3.1418, 1.5510], [2.4670, 1.2385, -3.3571], [2.0696, 0.1510, -1.9968], [3.6168, 1.0177, -2.0038], [0.5040, 3.6086, -0.4407], [-0.0982, 2.5747, 1.6804], [1.4596, 2.6263, 2.0492], [-0.3132, 0.5219, -5.6444], [-0.7860, 0.8769, -4.4298], [-1.5228, -0.0119, -3.6675], [-1.7882, -1.2353, -4.1643], [-1.9939, 0.3574, -2.4229], [-2.7380, -0.5486, -1.7717], [-1.7588, 1.6197, -1.8472], [-2.3356, 2.0589, -0.2812], [-1.0232, 2.4826, -2.6714], [-0.7396, 3.7334, -2.2527], [-0.5429, 2.1363, -3.9178], [0.1772, 3.0156, -4.6429]], "nbo_charge": [0.7520, -0.8347, -0.2876, 0.5961, -0.7635, -0.7960, -0.3470, 0.7815, -0.7275, -0.9029, 0.3472, 0.3525, 0.1862, 0.1822, 0.1906, 0.2021, -0.2512, -0.5358, 0.8598, -0.6808, -0.4713, -0.6519, 0.1816, 0.1993, 0.1770, 0.4139, 0.3911, 0.3743, -0.3190, 0.2032, 0.2565, -0.3129, 0.2946, -0.3031, -0.2555, -0.4247, 0.2792, -0.3244, 0.2920, -0.3233]}

---

| no. | highest occupied orbital energy (eV) |
| --- | --- |
| 1 | -9.2783 |
| 2 | -1.8970 |